{
  "formula": "C4H7N2S",
  "method": "ωB97M-V with the def2-TZVPD basis set",
  "relative_energy_kj_mol": 557.9,
  "total_charge": 1,
  "homo_ev": [-13.11, -13.14],
  "spin_multiplicity": 1,
  "e_lumo_ev": [-5.89, -6.15],
  "e_tot_ev": -18064.610,
  "species": ["C", "C", "C", "C", "N", "N", "S", "H", "H", "H", "H", "H", "H", "H"],
  "positions_angstrom": [[-1.851, 0.680, 0.132], [-0.674, 0.841, 0.839], [-0.823, -0.842, -1.240], [1.705, 0.018, 0.600], [-1.863, -0.267, -0.800], [0.313, 0.068, 0.601], [2.326, -0.662, -1.010], [-2.763, 1.376, 0.159], [-0.504, 1.512, 1.704], [-0.628, -1.817, -1.580], [2.067, 1.013, 0.673], [2.018, -0.434, 1.564], [-2.797, -0.360, -1.160], [3.472, -1.127, -0.483]]
}

{
  "formula": "C4H7N2S",
  "method": "ωB97M-V with the def2-TZVPD basis set",
  "relative_energy_kj_mol": 186.2,
  "total_charge": 1,
  "homo_ev": -15.49,
  "spin_multiplicity": 1,
  "e_lumo_ev": -4.88,
  "e_tot_ev": -18068.463,
  "species": ["C", "C", "C", "C", "N", "N", "S", "H", "H", "H", "H", "H", "H", "H"],
  "positions_angstrom": [[-0.207, 0.021, 0.452], [0.287, 1.105, -0.190], [0.409, 2.481, 0.365], [-0.479, -2.441, -0.063], [0.497, -0.912, -1.493], [0.002, -1.073, -0.353], [0.906, 0.634, -1.717], [-0.796, -0.094, 1.339], [-0.589, 3.048, 0.283], [0.888, 2.427, 1.293], [0.922, 3.272, -0.178], [-0.636, -3.043, -0.903], [0.238, -3.139, 0.617], [-1.441, -2.286, 0.548]]
}

{
  "formula": "C4H7N3",
  "method": "ωB97M-V with the def2-TZVPD basis set",
  "relative_energy_kj_mol": 336.5,
  "homo_ev": -6.89,
  "spin_multiplicity": 1,
  "e_lumo_ev": 0.07,
  "e_tot_ev": -8728.191,
  "species": ["N", "C", "C", "C", "N", "C", "N", "H", "H", "H", "H", "H", "H", "H"],
  "positions_angstrom": [[-2.179, -0.818, 0.015], [-0.847, -0.178, 0.089], [0.222, -0.979, 0.277], [1.282, 0.018, 0.146], [2.643, -0.321, 0.310], [0.777, 1.257, -0.148], [-0.620, 1.144, -0.292], [-2.642, -0.769, -0.899], [-2.849, -0.546, 0.742], [-1.856, -1.789, 0.190], [3.259, 0.162, -0.333], [2.746, -1.321, 0.186], [1.266, 2.218, -0.273], [-1.202, 1.921, -0.010]]
}

{
  "formula": "C4H7N3",
  "method": "ωB97M-V with the def2-TZVPD basis set",
  "relative_energy_kj_mol": 482.6,
  "homo_ev": -7.82,
  "spin_multiplicity": 1,
  "e_lumo_ev": 0.23,
  "e_tot_ev": -8726.677,
  "species": ["C", "N", "C", "C", "C", "N", "N", "H", "H", "H", "H", "H", "H", "H"],
  "positions_angstrom": [[-1.300, -1.099, -2.111], [-1.258, -0.117, -1.011], [-0.017, -0.139, -0.304], [0.139, 0.807, 0.606], [1.549, 0.867, 2.345], [0.646, 1.542, 1.419], [-2.101, 0.737, -0.790], [-2.232, -0.921, -2.638], [-1.244, -2.108, -1.697], [-0.438, -0.925, -2.764], [0.826, -0.754, -0.607], [1.790, 1.515, 3.179], [1.201, -0.126, 2.654], [2.438, 0.722, 1.720]]
}